85
Properties=species:S:1:pos:R:3:lowdin_charge:R:1 method="wB97M-V/def2-TZVPD" homo_energy_ha=-0.25986 energy_ha=-2075.96716 relative_energy_kj_mol=0.00 total_charge=-1
N -0.9804 -0.0551 -0.3004 -0.533
O 0.0963 0.4031 0.1617 -0.065
O -2.0596 0.5127 -0.0253 -0.045
O -0.9655 -1.0124 -1.1085 -0.038
C -0.7177 -1.7698 2.6774 -0.046
O -0.1965 -2.2692 3.8972 0.021
C 0.4539 -1.4174 4.6591 -0.647
O 0.7210 -0.2806 4.3954 0.131
O 0.7803 -2.0315 5.7868 0.002
C 1.6289 -1.3072 6.6772 -0.040
H -1.2300 -2.5051 2.0676 0.095
H 0.0340 -1.2101 2.1199 0.074
H -1.4796 -1.0152 2.9044 0.106
H 1.8421 -2.0667 7.4259 0.093
H 1.1745 -0.4028 7.0741 0.096
H 2.5655 -1.0247 6.1937 0.095
C 0.8414 -3.5270 0.1538 -0.006
C 1.7924 -4.5025 -0.5175 -0.533
O 1.4473 -5.0912 -1.5257 0.021
N 3.0308 -4.6765 0.0024 0.024
C 3.6126 -3.9773 1.1173 -0.081
H 1.1528 -2.4821 0.1536 0.066
H 0.6154 -3.8932 1.1553 0.085
H -0.0630 -3.5289 -0.4500 0.068
H 3.5885 -5.3065 -0.5504 0.140
H 3.6878 -4.6044 2.0174 0.080
H 3.1094 -3.0716 1.4363 0.064
H 4.6626 -3.7707 0.9058 0.084
C 3.1926 3.2875 -1.0558 0.006
C 2.0930 3.3331 -2.1099 -0.552
O 1.9823 4.2753 -2.8800 0.035
N 1.2533 2.2747 -2.0923 0.028
C 0.0895 2.1810 -2.9492 -0.064
H 2.8086 3.4567 -0.0534 0.078
H 3.9395 4.0292 -1.3316 0.079
H 3.7162 2.3333 -1.1600 0.059
H 1.3372 1.5926 -1.3599 0.079
H -0.4186 3.1451 -2.9775 0.087
H -0.6243 1.5331 -2.4292 0.064
H 0.2937 1.7225 -3.9146 0.070
C -3.5581 3.8023 -1.6505 0.005
C -2.7511 4.3031 -0.4752 -0.570
O -3.0530 5.3282 0.1406 0.004
N -1.7179 3.5318 -0.1115 0.017
C -0.8112 3.8009 1.0007 -0.043
H -3.6821 4.5510 -2.4262 0.082
H -4.5381 3.4750 -1.3000 0.072
H -3.0890 2.8944 -2.0381 0.068
H -1.6263 2.6046 -0.4981 0.075
H 0.0772 4.2286 0.5190 0.078
H -0.5490 2.8743 1.5016 0.075
H -1.2086 4.5724 1.6523 0.078
C 3.2886 -0.0138 1.9295 0.009
C 3.7969 -0.5013 0.5817 -0.570
O 4.9276 -0.9566 0.4562 0.019
N 2.9515 -0.3298 -0.4481 0.022
C 3.3481 -0.4675 -1.8286 -0.067
H 3.1702 -0.7810 2.6883 0.071
H 2.3322 0.5085 1.8234 0.066
H 3.9520 0.7934 2.2441 0.086
H 2.0382 0.0547 -0.2573 0.065
H 3.8660 -1.4204 -1.9830 0.086
H 4.1273 0.2077 -2.1954 0.084
H 2.4615 -0.4506 -2.4542 0.067
C -4.9760 -1.0619 -0.6482 -0.002
C -5.6826 0.0532 0.1037 -0.559
O -6.8910 0.0116 0.2820 0.018
N -4.9060 1.0907 0.4733 0.011
C -5.3525 2.2130 1.2762 -0.062
H -4.5908 -1.7653 0.0953 0.083
H -4.0915 -0.6835 -1.1647 0.059
H -5.6026 -1.5978 -1.3517 0.076
H -3.9165 1.0388 0.2727 0.077
H -4.6454 3.0314 1.1760 0.069
H -5.4244 1.9431 2.3339 0.083
H -6.3527 2.4872 0.9383 0.084
O 0.4041 -2.9369 -5.2746 0.010
C 0.0869 -2.3415 -4.2549 -0.594
N 0.0019 -2.9069 -3.0385 0.181
C -0.1361 -0.8330 -4.2811 -0.021
H 0.2241 -3.8836 -2.9146 0.087
H -0.2017 -2.3102 -2.2514 0.037
H -0.3221 -0.4963 -5.2953 0.083
H 0.7734 -0.3382 -3.9359 0.053
H -0.9595 -0.6033 -3.6026 0.066